92
Properties=species:S:1:pos:R:3 method="wB97M-V/def2-TZVPD" homo_energy_ev="-1.0 / -2.3" s_squared=8.8118 lumo_energy_ev="4.2 / 3.9" relative_energy_kcal_mol=0.0 charge=-2 gap_ev="5.168 / 6.187" multiplicity=6
Ru -1.33 -0.31 0.09
F -5.55 -1.64 3.47
C -4.63 -1.20 2.60
F -4.93 -1.67 1.40
F -4.71 0.14 2.57
S -2.94 -1.75 3.11
O -2.10 -1.27 2.03
O -3.09 -3.17 3.25
N -2.73 -1.04 4.48
S -1.81 0.31 4.56
O -0.06 1.47 1.90
O -0.72 0.13 5.53
C -3.08 1.21 5.60
F -2.60 2.44 5.88
F -4.24 1.38 4.94
F -3.35 0.61 6.76
S -2.47 -1.78 -1.38
C -2.04 -0.98 -2.90
N -2.51 -1.51 -4.00
N -2.06 -0.83 -5.15
C -1.05 -1.27 -5.92
C -0.32 -2.43 -5.57
C 0.72 -2.86 -6.38
C 1.08 -2.19 -7.54
C 0.37 -1.04 -7.88
C -0.68 -0.58 -7.09
N -1.20 0.08 -2.91
N -0.87 0.55 -1.72
C 0.15 1.51 -1.73
C 0.23 2.19 -0.42
C 1.37 3.13 -0.29
C 2.21 3.38 -1.35
C 2.05 2.73 -2.58
C 1.01 1.76 -2.75
H -2.53 0.02 -5.39
H -0.59 -2.96 -4.67
H 1.26 -3.76 -6.09
H 1.90 -2.53 -8.16
H 0.63 -0.48 -8.77
H -1.21 0.32 -7.37
H -0.72 2.74 -0.27
H 1.52 3.62 0.66
H 3.03 4.07 -1.22
H 2.73 2.94 -3.39
H 0.90 1.21 -3.68
C -3.74 3.65 3.21
N -3.89 2.94 1.96
C -5.14 3.07 1.25
C -2.96 2.06 1.56
O -3.06 1.38 0.54
H -3.82 4.73 3.05
H -2.77 3.43 3.64
H -4.51 3.34 3.93
H -5.36 4.13 1.07
H -5.96 2.63 1.82
H -5.05 2.55 0.30
H -2.07 1.99 2.20
C 0.12 1.10 0.69
Ge 1.56 -0.38 0.69
C 1.39 -1.56 2.25
C 2.03 -1.31 3.46
C 1.89 -2.19 4.53
C 1.11 -3.32 4.40
C 0.48 -3.59 3.19
C 0.62 -2.72 2.13
C 2.14 -1.58 -0.76
C 3.22 -2.41 -0.45
C 3.73 -3.31 -1.38
C 3.16 -3.38 -2.64
C 2.09 -2.57 -2.96
C 1.58 -1.68 -2.03
C 3.14 0.78 1.02
C 3.14 1.66 2.10
C 4.19 2.54 2.30
C 5.26 2.57 1.42
C 5.27 1.71 0.33
C 4.22 0.82 0.14
H 2.64 -0.43 3.58
H 2.37 -1.96 5.47
H 0.97 -3.99 5.24
H -0.16 -4.46 3.09
H 0.11 -2.94 1.19
H 3.67 -2.37 0.54
H 4.57 -3.94 -1.11
H 3.56 -4.08 -3.38
H 1.64 -2.62 -3.95
H 0.73 -1.06 -2.30
H 2.29 1.69 2.77
H 4.17 3.22 3.15
H 6.08 3.27 1.57
H 6.10 1.73 -0.37
H 4.24 0.16 -0.72